1.
The following is a DFT calculation (ωB97M-V with the def2-TZVPD basis set) of a molecular structure, C29H44Cl2N4O9PdSSi.

Total charge: -2
Multiplicity: 1
ΔE to the lowest compared entry with this formula, charge and spin: 37.2 kcal per mole
Orbital gap: 3.73 eV

Last column: Löwdin charge in e.
Element x y z (Å)
Pd  -1.83193  -0.49055  -0.96878  0.2870
Cl  -4.00693  -4.93159  -3.66232  0.5922
C  -3.93346  -3.25030  -4.15141  -0.6048
C  -4.30730  -2.92745  -5.44616  -0.1845
C  -4.26010  -1.63470  -5.89680  -0.6411
Cl  -4.73804  -1.28216  -7.55592  0.5731
C  -3.84343  -0.58977  -5.03795  -0.2003
C  -3.78386  0.76839  -5.42174  -0.0659
C  -3.40571  1.70947  -4.50554  -0.0825
C  -3.08532  1.30243  -3.20209  -0.1704
N  -3.09944  0.04383  -2.82101  0.0424
C  -3.46289  -0.91099  -3.70984  -0.1316
C  -3.44249  -2.30644  -3.20067  -0.4516
O  -3.03540  -2.58377  -2.06507  -0.0788
H  -4.63864  -3.71679  -6.10973  0.0881
H  -4.04287  1.04654  -6.43500  0.0699
H  -3.34576  2.75831  -4.76888  0.0886
H  -2.79454  2.02338  -2.44770  0.0877
C  3.77066  4.00933  1.10954  -0.1127
C  4.78934  4.36267  0.04631  -0.3093
S  4.51128  3.63766  -1.55242  0.6384
O  3.17950  3.98512  -1.97503  -0.2996
O  5.64473  4.02748  -2.35797  -0.3352
C  4.63379  1.86717  -1.33309  -0.2027
C  3.39143  1.08259  -0.91958  -0.1413
N  2.36941  0.96776  -1.94312  0.0491
C  1.09106  1.42357  -1.82782  -0.3270
N  0.32784  1.04041  -2.84791  0.1442
C  1.12253  0.28971  -3.63929  -0.0290
C  2.38335  0.22009  -3.11112  -0.1690
N  3.48376  -0.52209  -3.58413  -0.3458
O  4.50635  -0.57492  -2.90241  0.0237
O  3.34985  -1.13245  -4.62693  0.0633
C  0.55699  2.21209  -0.69250  -0.0116
H  3.88992  4.67366  1.96556  0.0794
H  3.90694  2.99325  1.47254  0.0583
H  2.75078  4.10892  0.73929  0.0755
H  5.80542  4.08983  0.33370  0.0988
H  4.78759  5.43090  -0.18354  0.1026
H  5.40516  1.71776  -0.57318  0.1133
H  5.04408  1.51254  -2.27647  0.0903
H  2.90968  1.52255  -0.04813  0.1017
H  3.71781  0.08344  -0.63835  0.1257
H  0.76508  -0.19966  -4.52933  0.1231
H  0.86471  1.80850  0.27432  0.0610
H  -0.52556  2.08784  -0.69360  0.0648
H  0.86054  3.25623  -0.77938  0.0730
C  0.63509  0.34564  5.34904  -0.0367
C  0.88415  0.87263  3.93609  -0.6730
C  2.32808  1.34863  3.80207  -0.0410
C  -0.06639  2.03073  3.63186  -0.0418
O  0.74291  -0.19593  3.02924  -0.1174
Si  -0.66243  -0.63035  2.18303  0.0061
O  -1.11569  0.43485  1.13511  -0.3248
O  -0.30859  -2.16447  1.67681  -0.1112
C  0.60554  -2.60617  0.67774  -0.6442
C  -0.11814  -3.67940  -0.12824  -0.0263
C  1.02623  -1.47409  -0.24655  -0.0592
C  1.81869  -3.17866  1.41223  -0.0371
O  -1.73149  -0.89687  3.44085  -0.1234
C  -3.03752  -1.46675  3.33093  -0.6501
C  -3.72249  -1.07551  2.02137  -0.0512
C  -2.92405  -2.98717  3.43849  -0.0355
C  -3.82978  -0.92003  4.51547  -0.0514
H  0.73440  1.14375  6.09190  0.0752
H  1.35308  -0.44386  5.58107  0.0808
H  -0.36780  -0.07637  5.40710  0.0726
H  2.55933  2.14587  4.51467  0.0777
H  2.48480  1.72608  2.79245  0.0558
H  3.01078  0.51277  3.96689  0.0815
H  0.16918  2.88505  4.27546  0.0782
H  -1.10234  1.73737  3.80141  0.0804
H  0.00910  2.31884  2.58406  0.0708
H  -0.98135  -3.24489  -0.63963  0.0657
H  -0.45766  -4.47448  0.53979  0.0801
H  0.54861  -4.11429  -0.87809  0.0817
H  0.12484  -1.03507  -0.71356  0.0263
H  1.68608  -1.85589  -1.03268  0.0904
H  1.55054  -0.69535  0.31612  0.0723
H  1.51045  -4.01973  2.03706  0.0777
H  2.24896  -2.41121  2.05797  0.0736
H  2.57981  -3.52632  0.70741  0.0757
H  -3.20093  -1.47384  1.14579  0.0584
H  -3.73001  0.00826  1.90504  0.0810
H  -4.75068  -1.45079  2.00618  0.0828
H  -2.29574  -3.36771  2.63634  0.0733
H  -3.91061  -3.45439  3.36867  0.0783
H  -2.46854  -3.26008  4.39436  0.0798
H  -3.93484  0.16224  4.42114  0.0792
H  -3.30269  -1.13806  5.44733  0.0742
H  -4.82680  -1.36472  4.56089  0.0741

---

2.
The following is a DFT calculation (ωB97M-V with the def2-TZVPD basis set) of a molecular structure, C29H44F3FeN5OP3S.

Total charge: +1
Multiplicity: 1
ΔE to the lowest compared entry with this formula, charge and spin: 52.0 kcal per mole
Orbital gap: 7.67 eV

Last column: Löwdin charge in e.
Element x y z (Å)
Fe  -0.88008  0.76500  0.43672  -0.1339
C  0.34706  -5.05841  0.68120  -0.0690
C  -1.12477  -4.76866  0.43557  -0.1947
N  -1.60233  -3.50765  1.02051  -0.1021
C  -2.39268  -3.63218  2.24745  -0.2248
C  -1.63295  -4.33391  3.36241  -0.0678
C  -1.46976  -2.36216  0.33974  -0.6522
S  -2.37625  -0.96722  0.81288  0.8228
N  -0.70062  -2.45017  -0.75761  0.1158
C  -0.41795  -1.43582  -1.55337  -0.4385
O  -0.50007  -0.19463  -1.32851  -0.1839
C  0.13386  -1.82339  -2.88804  -0.1471
C  -0.21379  -1.09773  -4.02390  -0.0466
C  0.31179  -1.43886  -5.26036  -0.0762
C  1.21041  -2.49287  -5.36486  -0.0743
C  1.55694  -3.22099  -4.23540  -0.0649
C  1.00794  -2.89900  -3.00289  -0.0209
H  0.61118  -6.01728  0.23341  0.0825
H  0.57831  -5.10387  1.74533  0.0681
H  0.96682  -4.29139  0.21904  0.0397
H  -1.74036  -5.55851  0.86702  0.1188
H  -1.32054  -4.73735  -0.63456  0.1182
H  -3.31594  -4.16910  2.01010  0.1305
H  -2.67070  -2.63339  2.56684  0.0569
H  -1.39467  -5.37026  3.12254  0.0702
H  -2.24742  -4.33800  4.26286  0.0830
H  -0.70690  -3.80268  3.58742  0.0641
H  -0.93602  -0.29600  -3.93699  0.1074
H  0.01114  -0.89501  -6.14709  0.1074
H  1.62674  -2.75577  -6.32824  0.1075
H  2.24804  -4.04955  -4.31697  0.1082
H  1.24907  -3.47718  -2.12051  0.1040
C  1.90356  -1.42668  0.84554  -0.2127
P  0.90256  -0.03220  1.45124  0.8459
C  2.21081  1.23629  1.65467  -0.2295
C  0.44163  -0.45550  3.15342  -0.3577
C  1.12120  -1.37294  3.94854  -0.0822
C  0.68273  -1.62897  5.23895  -0.0741
C  -0.43297  -0.96723  5.73404  -0.0606
C  -1.10700  -0.04521  4.94617  -0.0667
C  -0.67810  0.22038  3.64964  -0.3554
P  -1.47521  1.45826  2.54713  0.8357
C  -0.92347  3.01872  3.31679  -0.2156
C  -3.23087  1.39664  3.00947  -0.2503
H  1.34465  -2.35603  0.93107  0.0225
H  2.83988  -1.50585  1.39921  0.0552
H  2.13298  -1.26315  -0.20952  0.0479
H  2.91341  0.95832  2.44079  0.0577
H  1.76745  2.20334  1.88902  0.0245
H  2.75739  1.32261  0.71254  0.0249
H  1.98639  -1.89780  3.56151  0.1034
H  1.20561  -2.34715  5.85687  0.1112
H  -0.77984  -1.17153  6.73859  0.1113
H  -1.97671  0.45869  5.34894  0.1052
H  -1.23425  3.04700  4.36166  0.0521
H  -1.36399  3.85504  2.77602  0.0362
H  0.16321  3.09203  3.27810  0.0326
H  -3.35805  1.71981  4.04281  0.0470
H  -3.61364  0.38555  2.88836  0.0223
H  -3.76331  2.08026  2.35066  0.0198
C  0.40024  4.63902  -3.36840  -0.1004
N  1.60503  4.54939  -2.41443  -0.0705
C  2.68168  3.70187  -3.09445  -0.1146
N  2.17395  2.42752  -3.45468  -0.1343
C  1.01797  2.57286  -4.34022  -0.1396
N  -0.05518  3.34611  -3.72364  -0.1313
C  -0.68949  2.64409  -2.60120  -0.2596
P  0.50235  2.24206  -1.24313  1.0780
C  1.20517  3.96564  -1.08943  -0.2256
C  1.87582  1.57402  -2.29608  -0.2635
H  0.75610  5.18379  -4.24396  0.1452
H  -0.37110  5.20789  -2.85091  0.1511
H  1.97041  5.49057  -2.26663  0.1810
H  3.51266  3.61985  -2.39426  0.1440
H  2.99140  4.25786  -3.98025  0.1451
H  0.64688  1.58302  -4.59719  0.1230
H  1.33972  3.07907  -5.25261  0.1401
H  -1.13590  1.71598  -2.94823  0.0877
H  -1.49172  3.25222  -2.18563  0.0871
H  2.08913  3.96681  -0.44855  0.1013
H  0.45061  4.61106  -0.64720  0.0918
H  1.58031  0.58732  -2.65643  0.0855
H  2.78538  1.44942  -1.70281  0.0924
F  -2.42434  1.92909  -0.40153  -0.2479
C  -2.82940  3.15826  0.45519  -0.2770
F  -3.61823  3.77220  -0.46118  -0.0081
F  -1.62097  3.90430  0.29386  -0.1393

---

no.,E_HOMO (eV)
1,-0.26
2,-10.23